Entry 1:
C57H54MgN4O2P2SSb as an isolated structure in a non-equilibrium geometry. Source: the OMol25 dataset; level of theory: ωB97M-V/def2-TZVPD.

Each line ends with the Löwdin charge.
Geometry (Å):
Mg: 0.519 0.581 0.557  0.326
O: -1.202 1.278 0.014  -0.636
S: -2.141 -0.061 0.068  1.074
C: -3.098 0.304 -1.359  -0.361
C: -4.030 1.337 -1.220  -0.058
C: -5.124 1.473 -2.106  0.004
C: -5.204 0.635 -3.195  -0.123
C: -6.255 0.390 -4.239  -0.080
C: -5.735 -0.892 -5.006  -0.091
C: -4.297 -1.061 -4.591  -0.127
C: -3.184 -1.806 -5.028  -0.003
C: -1.920 -1.625 -4.463  -0.073
C: -1.742 -0.896 -3.263  -0.254
P: -0.077 -0.278 -2.742  1.095
C: 1.058 -1.532 -3.426  -0.381
C: 2.189 -1.221 -4.214  -0.081
C: 3.166 -2.181 -4.559  -0.068
C: 2.979 -3.486 -4.133  -0.078
C: 1.814 -3.836 -3.437  -0.072
C: 0.879 -2.865 -3.050  -0.123
C: 0.155 1.116 -3.844  -0.392
C: 0.034 0.996 -5.208  -0.097
C: 0.152 2.155 -5.975  -0.072
C: 0.174 3.423 -5.410  -0.060
C: 0.327 3.543 -4.015  -0.065
C: 0.348 2.386 -3.262  -0.101
C: -2.951 -0.385 -2.605  -0.116
C: -4.112 -0.260 -3.450  -0.080
C: -3.181 0.091 1.628  -0.241
C: -4.506 -0.085 1.303  -0.107
C: -5.571 0.280 2.133  0.005
C: -5.288 0.793 3.395  -0.128
C: -6.188 1.145 4.543  -0.114
C: -5.265 1.507 5.727  -0.086
C: -3.861 1.190 5.178  -0.113
C: -2.611 1.166 5.758  -0.012
C: -1.483 0.809 5.027  -0.074
C: -1.528 0.394 3.700  -0.262
P: -0.085 -0.453 2.947  1.072
C: -0.617 -2.156 3.319  -0.365
C: -1.065 -2.901 2.255  -0.126
C: -1.493 -4.219 2.440  -0.047
C: -1.504 -4.748 3.754  -0.055
C: -1.027 -3.974 4.825  -0.066
C: -0.593 -2.674 4.607  -0.093
C: 1.351 -0.187 4.014  -0.380
C: 2.210 -1.226 4.355  -0.081
C: 3.406 -0.959 5.041  -0.055
C: 3.777 0.358 5.351  -0.056
C: 2.846 1.387 5.100  -0.068
C: 1.662 1.104 4.427  -0.144
C: -2.797 0.486 2.978  -0.099
C: -3.911 0.860 3.787  -0.066
H: -3.978 2.031 -0.404  0.119
H: -5.874 2.230 -2.017  0.115
H: -6.406 1.172 -4.989  0.126
H: -7.235 0.204 -3.808  0.118
H: -5.834 -0.815 -6.092  0.120
H: -6.272 -1.793 -4.708  0.123
H: -3.226 -2.456 -5.878  0.108
H: -1.111 -2.216 -4.903  0.115
H: 2.373 -0.204 -4.550  0.092
H: 4.023 -1.852 -5.130  0.104
H: 3.742 -4.236 -4.253  0.104
H: 1.623 -4.876 -3.112  0.116
H: 0.036 -3.158 -2.448  0.100
H: -0.144 0.027 -5.682  0.112
H: 0.055 2.014 -7.052  0.109
H: 0.031 4.303 -6.020  0.104
H: 0.447 4.487 -3.500  0.103
H: 0.385 2.465 -2.179  0.071
H: -4.766 -0.504 0.357  0.102
H: -6.607 0.249 1.798  0.125
H: -6.845 0.294 4.752  0.129
H: -6.879 1.950 4.276  0.125
H: -5.521 0.945 6.642  0.125
H: -5.397 2.576 6.005  0.129
H: -2.430 1.355 6.788  0.110
H: -0.520 0.902 5.526  0.100
H: -1.002 -2.509 1.253  0.067
H: -1.768 -4.835 1.585  0.110
H: -1.888 -5.764 3.963  0.115
H: -0.954 -4.439 5.811  0.112
H: -0.332 -2.035 5.446  0.115
H: 1.985 -2.286 4.139  0.119
H: 4.032 -1.840 5.262  0.119
H: 4.738 0.591 5.782  0.104
H: 3.051 2.421 5.407  0.113
H: 0.978 1.894 4.180  0.087
O: -1.064 4.244 -1.056  -0.087
H: -1.671 4.846 -0.576  0.051
H: -1.304 3.354 -0.677  0.015
N: 1.575 3.642 1.749  0.152
C: 1.612 2.580 1.235  -0.060
H: 1.372 4.647 1.972  0.147
C: 5.627 -1.491 0.753  -0.198
C: 5.418 -0.778 -0.613  -0.389
Sb: 4.185 1.073 -0.328  1.405
C: 5.626 2.530 0.427  -0.441
C: 5.628 2.461 1.946  -0.232
C: 4.508 1.834 -2.387  -0.437
C: 5.726 1.306 -3.121  -0.209
H: 5.926 -2.541 0.604  0.067
H: 4.733 -1.521 1.396  0.042
H: 6.389 -0.967 1.301  0.045
H: 4.800 -1.384 -1.306  0.043
H: 6.334 -0.439 -1.100  0.032
H: 5.404 3.533 0.065  0.047
H: 6.588 2.227 0.049  0.039
H: 4.650 2.229 2.365  0.017
H: 5.940 3.388 2.442  0.067
H: 6.326 1.691 2.276  0.063
H: 4.580 2.911 -2.341  0.033
H: 3.625 1.606 -2.999  0.017
H: 6.681 1.637 -2.690  0.069
H: 5.702 1.603 -4.176  0.069
H: 5.794 0.211 -3.140  0.047
N: 3.671 -4.797 -0.226  0.108
C: 2.746 -4.193 0.171  -0.375
N: 1.645 -3.548 0.600  0.089
C: 1.700 -2.292 0.413  -0.384
N: 1.620 -1.113 0.295  0.036

Lowest unoccupied orbital energy ... -3.16 eV
Gap between HOMO and LUMO ... 6.6 eV
E ... -111428.63784 eV
Total charge ... +1


Entry 2:
C57H66ClI2NO31Si2 as an isolated structure. Source: the OMol25 dataset; level of theory: ωB97M-V/def2-TZVPD.

Each line ends with the Löwdin charge.
Geometry (Å):
C: -4.857 0.823 -8.201  -0.064
C: -3.468 0.728 -8.827  -0.276
O: -2.503 0.866 -7.797  -0.163
C: -1.161 0.726 -8.223  -0.182
C: -0.314 1.902 -7.764  -0.187
O: 0.479 1.492 -6.666  -0.137
C: 1.342 2.494 -6.163  -0.189
C: 0.944 2.886 -4.761  -0.198
O: 1.247 1.825 -3.882  -0.215
C: 1.160 2.183 -2.505  -0.256
Si: 1.265 0.484 -1.686  0.532
C: -0.033 -0.612 -2.466  -0.219
C: 0.183 -2.137 -2.364  -0.340
C: -0.896 -2.845 -1.560  -0.628
I: -0.639 -2.646 0.546  0.866
C: 2.981 -0.191 -2.045  -0.194
C: 3.854 -0.645 -0.858  -0.204
C: 3.619 -2.122 -0.581  -0.250
O: 4.537 -2.665 0.345  -0.179
C: 4.006 -3.351 1.464  -0.100
O: 1.068 0.588 -0.017  -0.270
Si: 0.552 1.854 0.872  0.022
Cl: 1.838 3.427 0.644  0.492
C: -1.174 2.437 0.528  -0.291
C: -2.166 1.306 0.165  -0.768
C: -3.213 1.062 1.248  -0.174
I: -3.198 1.832 -1.659  0.988
N: 0.636 1.306 2.543  -0.016
C: 1.963 0.820 2.879  -0.473
C: 2.149 -0.654 2.652  0.006
O: 2.828 1.545 3.284  0.111
C: 0.119 2.273 3.508  -0.495
C: -1.224 1.899 4.088  0.004
O: 0.702 3.268 3.820  0.130
H: -4.749 0.941 -7.124  0.076
H: -5.441 -0.077 -8.391  0.069
H: -5.420 1.667 -8.597  0.068
H: -3.327 -0.236 -9.328  0.115
H: -3.317 1.527 -9.564  0.117
H: -1.119 0.628 -9.313  0.120
H: -0.745 -0.184 -7.780  0.132
H: 0.332 2.265 -8.573  0.124
H: -0.993 2.709 -7.462  0.133
H: 2.364 2.103 -6.161  0.132
H: 1.323 3.386 -6.798  0.125
H: 1.476 3.797 -4.457  0.132
H: -0.136 3.090 -4.739  0.137
H: 2.005 2.823 -2.227  0.077
H: 0.225 2.729 -2.319  0.079
H: -0.067 -0.299 -3.512  0.088
H: -1.010 -0.374 -2.038  0.025
H: 0.130 -2.575 -3.364  0.114
H: 1.157 -2.381 -1.934  0.062
H: -0.935 -3.910 -1.776  0.041
H: -1.879 -2.425 -1.767  0.044
H: 3.505 0.596 -2.594  0.085
H: 2.886 -1.039 -2.732  0.082
H: 4.907 -0.537 -1.132  0.118
H: 3.705 -0.031 0.033  0.094
H: 3.752 -2.651 -1.534  0.127
H: 2.586 -2.308 -0.254  0.084
H: 2.992 -3.727 1.293  0.085
H: 4.649 -4.214 1.649  0.093
H: 4.038 -2.720 2.348  0.046
H: -1.153 3.200 -0.250  0.039
H: -1.549 2.951 1.421  0.083
H: -1.644 0.371 -0.028  0.009
H: -3.559 1.999 1.678  0.055
H: -2.829 0.381 2.009  0.070
H: -4.091 0.580 0.814  0.059
H: 2.716 -1.062 3.490  0.089
H: 2.774 -0.777 1.765  0.067
H: 1.211 -1.177 2.497  0.028
H: -1.115 1.804 5.169  0.099
H: -1.587 0.960 3.679  0.064
H: -1.946 2.686 3.866  0.074
C: 6.387 -0.834 5.330  0.077
C: 7.577 -0.883 5.948  -0.232
C: 8.835 -1.379 5.256  -0.305
O: 9.852 -1.357 5.929  0.097
C: 8.757 -1.827 3.887  0.074
C: 7.567 -1.779 3.267  -0.227
C: 6.313 -1.276 3.957  -0.304
O: 5.312 -1.255 3.265  0.072
O: 7.374 -2.146 2.011  0.120
O: 7.783 -0.507 7.198  0.118
H: 5.488 -0.471 5.809  0.141
H: 9.654 -2.181 3.401  0.103
H: 6.431 -1.989 1.791  0.102
H: 8.739 -0.647 7.361  0.119
C: 7.979 1.444 2.508  0.063
C: 6.803 1.831 3.036  -0.237
C: 6.721 2.691 4.287  -0.312
O: 5.608 2.984 4.676  0.122
C: 7.953 3.091 4.936  0.073
C: 9.120 2.701 4.405  -0.237
C: 9.202 1.858 3.148  -0.318
O: 10.326 1.579 2.762  0.095
O: 10.308 3.001 4.910  0.112
O: 5.641 1.471 2.539  0.109
H: 8.044 0.826 1.623  0.139
H: 7.889 3.691 5.833  0.135
H: 10.960 2.583 4.311  0.118
H: 4.924 1.859 3.083  0.094
C: 10.908 -4.907 0.606  0.077
C: 11.529 -5.944 0.024  -0.231
C: 12.903 -6.420 0.460  -0.311
O: 13.351 -7.382 -0.139  0.102
C: 13.579 -5.723 1.530  0.072
C: 12.959 -4.685 2.111  -0.230
C: 11.579 -4.222 1.685  -0.295
O: 11.118 -3.276 2.299  0.088
O: 13.474 -3.973 3.097  0.124
O: 11.023 -6.651 -0.970  0.120
H: 9.930 -4.560 0.305  0.138
H: 14.561 -6.061 1.827  0.136
H: 12.808 -3.293 3.324  0.123
H: 11.690 -7.335 -1.181  0.120
C: -7.049 1.665 5.695  0.075
C: -5.850 1.763 5.103  -0.225
C: -5.549 2.807 4.047  -0.293
O: -4.415 2.796 3.592  0.065
C: -6.588 3.721 3.643  0.077
C: -7.790 3.621 4.232  -0.230
C: -8.090 2.589 5.305  -0.309
O: -9.214 2.612 5.770  0.108
O: -8.820 4.396 3.949  0.124
O: -4.822 0.976 5.373  0.120
H: -7.272 0.925 6.450  0.137
H: -6.367 4.453 2.879  0.137
H: -9.550 4.101 4.531  0.122
H: -4.091 1.283 4.800  0.103
C: -8.718 3.886 -2.030  0.072
C: -7.669 3.061 -1.877  -0.231
C: -7.797 1.555 -2.021  -0.303
O: -6.782 0.903 -1.873  0.079
C: -9.099 0.989 -2.317  0.082
C: -10.136 1.821 -2.464  -0.216
C: -10.010 3.323 -2.340  -0.311
O: -11.032 3.964 -2.513  0.104
O: -11.374 1.422 -2.736  0.079
O: -6.452 3.484 -1.591  0.081
H: -8.635 4.959 -1.931  0.136
H: -9.194 -0.084 -2.413  0.123
H: -11.910 2.241 -2.803  0.128
H: -5.853 2.711 -1.540  0.004
C: -11.748 -3.687 -2.205  0.072
C: -12.652 -4.475 -1.607  -0.237
C: -13.929 -3.927 -1.006  -0.314
O: -14.681 -4.742 -0.500  0.101
C: -14.170 -2.505 -1.067  0.071
C: -13.268 -1.710 -1.666  -0.228
C: -11.996 -2.260 -2.282  -0.300
O: -11.239 -1.464 -2.805  0.102
O: -13.428 -0.406 -1.751  0.124
O: -12.530 -5.787 -1.479  0.116
H: -10.834 -4.068 -2.636  0.134
H: -15.078 -2.120 -0.626  0.136
H: -12.695 0.000 -2.241  0.083
H: -13.336 -6.085 -1.011  0.119

Lowest unoccupied orbital energy ... -1.76 eV
Gap between HOMO and LUMO ... 7.5 eV
E ... -169622.93497 eV
Total charge ... 0